{
  "formula": "C38H76O46S7",
  "method": "ωB97M-V/def2-TZVPD",
  "orbital_gap_ev": 10.3607,
  "e_lumo_ev": -0.07,
  "e_above_lowest_kj_mol": 607.58,
  "e_tot_ha": -7741.50182,
  "homo_energy_ev": -10.434,
  "symbols": ["C", "C", "O", "C", "O", "O", "C", "H", "H", "H", "H", "H", "H", "H", "H", "C", "C", "O", "C", "O", "O", "C", "H", "H", "H", "H", "H", "H", "H", "H", "C", "C", "O", "C", "O", "O", "C", "H", "H", "H", "H", "H", "H", "H", "H", "C", "C", "O", "C", "O", "O", "C", "H", "H", "H", "H", "H", "H", "H", "H", "C", "C", "O", "C", "O", "O", "C", "H", "H", "H", "H", "H", "H", "H", "H", "C", "C", "O", "C", "O", "O", "C", "H", "H", "H", "H", "H", "H", "H", "H", "C", "C", "O", "S", "O", "O", "O", "H", "H", "H", "H", "C", "C", "O", "S", "O", "O", "O", "H", "H", "H", "H", "C", "C", "O", "S", "O", "O", "O", "H", "H", "H", "H", "C", "C", "O", "S", "O", "O", "O", "H", "H", "H", "H", "C", "C", "O", "S", "O", "O", "O", "H", "H", "H", "H", "C", "C", "O", "S", "O", "O", "O", "H", "H", "H", "H", "C", "C", "O", "S", "O", "O", "O", "H", "H", "H", "H"],
  "positions_angstrom": [[-9.33689, 5.55874, -4.76324], [-8.72244, 4.44857, -3.84143], [-7.28081, 4.51495, -3.66037], [-6.67790, 3.68167, -2.84067], [-7.11400, 2.66088, -2.34455], [-5.46468, 4.16079, -2.69157], [-4.42170, 3.49352, -2.03398], [-8.79042, 6.43970, -4.42652], [-10.40459, 5.66732, -4.57261], [-8.92773, 5.48374, -5.77074], [-8.98986, 3.55784, -4.40992], [-9.28026, 4.34937, -2.91026], [-4.26446, 2.51859, -2.49537], [-4.60923, 3.38167, -0.96607], [-3.51568, 4.08269, -2.17586], [0.44513, 6.04921, 6.03059], [-0.27259, 4.74447, 6.48402], [-0.28725, 3.79319, 5.38728], [-1.35071, 3.70473, 4.55963], [-2.42754, 4.29846, 4.65626], [-1.05304, 2.87048, 3.58435], [-2.08622, 2.44343, 2.69731], [0.39376, 6.92276, 6.68048], [0.24181, 6.34791, 5.00222], [1.51940, 5.86550, 6.04737], [-1.30710, 5.07739, 6.56790], [0.21035, 4.34387, 7.37531], [-1.64974, 2.00234, 1.80119], [-2.66684, 3.30583, 2.36985], [-2.71081, 1.75185, 3.26273], [2.13689, 0.70997, 0.99124], [0.87113, 0.17989, 1.62407], [-0.17503, 0.10584, 0.61801], [-1.36501, -0.46830, 0.96844], [-1.55967, -1.12869, 2.02290], [-2.37713, -0.28189, 0.05698], [-2.03170, 0.18287, -1.32529], [1.93473, 1.50598, 0.27458], [2.51757, -0.07900, 0.34262], [2.89395, 1.02418, 1.70972], [0.49515, 0.82356, 2.41934], [1.04286, -0.79512, 2.08010], [-2.47868, 1.17095, -1.43494], [-2.53404, -0.41003, -2.08964], [-0.96400, 0.10870, -1.53172], [-8.97021, -5.89462, -1.32130], [-7.61695, -5.18082, -1.66004], [-7.12747, -4.37271, -0.62215], [-5.83072, -3.98134, -0.57898], [-4.84043, -4.41682, -1.15223], [-5.80798, -2.94649, 0.27758], [-4.59515, -2.50000, 0.70973], [-8.82523, -6.74829, -0.65924], [-9.43049, -6.41141, -2.16343], [-9.48606, -5.08548, -0.80429], [-7.76975, -4.48062, -2.48130], [-6.81826, -5.86749, -1.94054], [-4.34960, -1.78729, -0.07758], [-3.72293, -3.15235, 0.75157], [-4.78798, -2.15014, 1.72389], [1.50566, -2.51273, -1.46122], [2.07603, -1.52635, -2.41034], [3.23633, -0.81262, -2.00360], [4.50018, -1.29667, -1.98699], [4.86465, -2.32141, -2.50629], [5.25612, -0.43861, -1.22569], [6.64416, -0.73141, -1.03542], [1.41432, -2.11577, -0.45017], [2.08017, -3.43538, -1.54331], [0.44268, -2.72106, -1.58282], [1.32322, -0.73925, -2.45329], [2.27779, -1.96378, -3.38812], [6.77275, -1.75510, -0.68383], [7.23130, -0.01048, -0.46653], [7.06114, -0.88214, -2.03116], [8.72435, -1.21718, 2.47645], [7.43067, -0.34490, 2.64493], [7.51366, 1.06389, 2.37343], [6.47395, 1.69670, 2.05934], [5.46035, 1.12070, 1.71027], [6.53676, 3.05407, 2.23843], [7.72652, 3.66222, 2.72790], [9.59899, -0.80916, 2.98301], [9.03315, -1.31857, 1.43604], [8.51473, -2.25911, 2.71844], [6.76744, -0.60699, 3.46926], [6.75332, -0.81855, 1.93432], [8.58353, 3.29521, 2.16316], [7.82181, 3.55122, 3.80804], [7.55213, 4.71736, 2.51728], [0.24261, 5.04864, -3.87853], [-1.07684, 4.35749, -4.27139], [-1.20820, 3.31590, -3.27925], [0.17209, 2.98591, -2.43926], [1.03637, 2.11947, -3.25670], [-0.02488, 2.52056, -1.07393], [0.62908, 4.55645, -2.60851], [0.10189, 6.11316, -3.69122], [0.97186, 4.98550, -4.68618], [-0.89117, 3.96958, -5.27296], [-1.93063, 5.03503, -4.28135], [-0.65360, -3.33196, 4.35258], [-2.08067, -3.89716, 4.33071], [-2.01659, -5.28790, 4.58137], [-0.76131, -5.55274, 5.73655], [-0.15328, -6.86926, 5.47881], [-1.21672, -5.26858, 7.11857], [0.09439, -4.25655, 5.07333], [-0.85911, -2.41075, 4.89776], [-0.34022, -3.13935, 3.32653], [-2.53661, -3.78944, 3.34652], [-2.69759, -3.48676, 5.13013], [4.88909, 3.03501, -0.91917], [3.65335, 3.46353, -1.72400], [4.07704, 3.71173, -3.05384], [5.58286, 3.11219, -3.29424], [6.45314, 3.85478, -4.19269], [5.44557, 1.71323, -3.53768], [5.90875, 3.49250, -1.75275], [5.12354, 1.97631, -0.80835], [4.81493, 3.50976, 0.05920], [3.11018, 4.20547, -1.13867], [2.91380, 2.66606, -1.79613], [4.54574, -2.87434, 0.93449], [5.24420, -3.30509, 2.21969], [4.93773, -4.67486, 2.33296], [3.28068, -4.81289, 2.00176], [2.54325, -4.15428, 3.04947], [2.90118, -6.17900, 1.54301], [3.42712, -3.74835, 0.77249], [5.24961, -3.07957, 0.12794], [4.19117, -1.84530, 0.87572], [4.91192, -2.85437, 3.15485], [6.33308, -3.26154, 2.24337], [-2.21251, -4.43087, -2.49839], [-0.82892, -4.82881, -2.81471], [-0.28420, -3.83971, -3.63711], [-1.46543, -3.19579, -4.61370], [-1.35814, -3.74214, -5.96926], [-1.43030, -1.71987, -4.45182], [-2.63885, -3.85690, -3.70427], [-2.26267, -3.61473, -1.77764], [-2.89449, -5.25115, -2.27446], [-0.92013, -5.79043, -3.31977], [-0.20455, -4.99710, -1.93725], [-4.77034, -2.05055, -6.60863], [-5.40818, -2.50802, -5.23941], [-4.84186, -1.66544, -4.16670], [-4.73839, -0.12925, -4.79053], [-3.82125, 0.80720, -4.13045], [-6.09274, 0.38039, -5.02245], [-4.25436, -0.77107, -6.22617], [-5.55860, -2.05644, -7.36143], [-3.90637, -2.62649, -6.94021], [-5.34825, -3.53455, -4.87783], [-6.49396, -2.41401, -5.25837], [4.28235, 2.03652, 5.13466], [2.71626, 2.10905, 5.08600], [2.30590, 0.74075, 4.98197], [3.49785, -0.33435, 4.73591], [3.74643, -0.52583, 3.30772], [3.46073, -1.56250, 5.53070], [4.59842, 0.65888, 5.45568], [4.61051, 2.71047, 5.92599], [4.70134, 2.38271, 4.18983], [2.48866, 2.73605, 4.22393], [2.18358, 2.49715, 5.95417]],
  "forces_ev_per_angstrom": [[2.894, 0.398, 1.781], [-1.265, -1.131, -1.382], [-1.882, 1.372, -0.860], [-0.363, -1.985, 0.771], [0.170, 1.031, -0.351], [0.787, 1.456, -0.355], [0.254, -0.912, 0.229], [-0.583, 0.697, 0.182], [0.203, -0.161, -0.520], [-0.889, -0.502, -0.237], [0.549, -0.609, 0.380], [0.510, 0.348, 0.281], [-0.012, -0.073, 0.151], [-0.145, -0.034, 0.000], [-0.217, 0.092, -0.027], [1.539, -0.765, -0.044], [-1.117, 2.291, -1.700], [0.524, -0.351, 0.067], [-2.058, 1.413, 0.422], [2.133, -0.908, 0.260], [1.281, -0.415, -0.109], [-0.681, 0.526, 0.138], [-0.813, -0.223, 0.222], [-0.506, -0.117, 0.127], [0.288, -0.205, -0.214], [-0.134, -0.593, 0.910], [-0.418, -0.404, -0.297], [0.295, -0.108, 0.421], [-0.130, -0.045, 0.166], [-0.117, -0.098, -0.411], [-0.338, -0.298, -0.971], [-0.177, 0.210, 0.748], [-1.463, -0.649, 0.072], [-0.186, -1.401, 1.703], [0.538, 2.239, -3.267], [2.027, -0.189, -0.154], [-0.474, -0.162, 0.473], [-0.231, 0.336, 0.294], [0.485, -0.061, 0.178], [-0.177, -0.220, -0.075], [-0.012, 0.124, 0.037], [-0.124, -0.144, -0.177], [0.577, 0.142, 0.160], [-0.225, -0.552, 0.548], [-0.182, 0.385, 0.325], [1.949, 0.459, 0.748], [0.025, -1.091, -1.551], [0.697, 0.485, 1.176], [0.200, 0.241, 0.087], [-1.898, 0.151, 0.480], [-2.334, -2.959, -0.766], [1.907, 1.605, -0.028], [0.278, 0.338, 0.551], [-0.184, 1.004, -0.377], [-0.956, -0.518, -0.266], [-0.201, -0.233, -0.371], [-0.133, -0.217, -0.164], [0.657, 0.863, 0.915], [-0.495, -0.834, -0.118], [0.394, 0.693, -0.309], [0.120, -0.879, 1.094], [-0.803, 0.609, -1.073], [1.637, 0.716, 1.293], [-0.642, -0.113, 0.313], [0.198, 0.591, 0.373], [-0.764, 0.009, 0.080], [0.028, -1.747, -1.886], [0.955, -0.018, 0.301], [-0.205, -0.152, 0.661], [0.091, 0.019, -1.036], [0.268, 0.269, -0.696], [-0.251, 0.046, -0.047], [-0.150, 0.068, 0.840], [-0.835, 0.203, 0.016], [0.372, 0.661, -0.166], [-0.235, 1.390, -0.146], [-0.754, -2.599, -1.564], [4.593, -1.559, 1.681], [-3.899, 0.853, -0.391], [0.147, 1.471, -0.090], [-0.680, -1.528, -0.524], [-0.047, 0.438, -0.338], [-0.145, -0.310, 0.406], [-0.247, 0.535, -0.279], [-0.107, 0.229, 0.713], [0.828, 0.867, 1.143], [0.008, 0.553, -0.888], [0.107, 0.113, 0.341], [0.162, -0.318, -0.077], [0.304, -0.029, 0.004], [-0.530, 1.577, -0.123], [1.427, -0.220, 0.222], [-0.212, -1.040, 0.790], [0.940, -1.047, -2.179], [-1.735, 1.922, 1.325], [-0.317, 2.089, -2.227], [0.739, -1.652, 1.180], [-0.112, 0.004, -0.093], [0.421, -0.597, 0.481], [-0.573, -0.536, 0.168], [-0.100, -0.405, 0.423], [-2.484, 0.401, 0.003], [-0.687, -0.478, -0.150], [1.825, -1.424, 1.808], [-1.208, -0.224, -0.488], [-1.148, 3.499, 0.278], [1.126, -0.197, -3.513], [0.911, -2.072, 1.666], [1.172, 0.303, 0.011], [0.731, -0.282, 0.343], [-0.124, 0.144, 0.201], [-0.078, 0.416, -0.218], [-0.822, -0.855, -0.102], [-1.150, -2.327, 0.871], [0.425, 0.896, -1.390], [-0.109, 1.093, 0.225], [-1.992, -0.578, 1.962], [0.156, 0.288, 0.517], [3.078, 0.598, -1.094], [-1.057, -0.187, 0.261], [0.889, 0.163, -0.175], [0.405, 1.165, -1.074], [0.225, -0.364, 0.056], [0.688, 0.111, -0.121], [-0.012, 0.246, 1.235], [-2.175, -2.057, -0.184], [0.722, -1.071, -0.564], [0.592, -0.889, -0.889], [1.505, 4.178, 1.112], [-0.881, -1.249, 0.333], [-0.310, 0.006, -0.305], [0.119, -0.014, 0.324], [-0.324, 0.592, -0.276], [-0.034, 0.171, -0.581], [-0.299, 0.947, 0.945], [0.460, -2.051, 0.636], [-0.363, 1.225, -1.579], [1.330, 1.577, 0.472], [-0.793, 0.743, 2.838], [-0.302, -3.739, -0.313], [-0.778, 1.066, -3.249], [-0.109, -0.326, 0.506], [0.206, 0.224, 0.193], [0.484, -0.079, -0.446], [0.104, 0.365, -0.083], [-0.138, -0.403, 2.523], [-0.388, -0.180, 0.582], [-0.088, 1.227, -0.540], [-2.463, -0.210, -1.009], [-1.047, -3.087, -1.559], [2.224, -0.919, 0.591], [0.852, 2.154, -0.242], [0.193, 0.631, -0.054], [-0.120, -0.071, 0.134], [1.106, -0.002, -0.287], [-0.031, 0.882, -0.103], [-1.056, 0.144, 0.717], [1.156, -0.203, -0.190], [-0.359, -1.498, -0.723], [1.192, -1.046, 0.067], [-0.490, 0.854, 2.371], [-0.569, 2.982, -1.132], [-0.266, 0.041, -1.007], [0.416, -0.480, 0.122], [0.119, -0.490, -0.083], [-0.629, -0.496, -0.186], [0.427, -0.001, 0.071]],
  "lowdin_charge": [-0.06, -0.19, 0.05, -0.62, 0.13, 0.01, -0.04, 0.06, 0.08, 0.07, 0.11, 0.12, 0.07, 0.10, 0.08, -0.06, -0.17, 0.00, -0.57, 0.10, 0.00, 0.00, 0.08, 0.08, 0.06, 0.11, 0.12, 0.08, 0.10, 0.11, -0.04, -0.18, -0.03, -0.50, 0.07, -0.03, 0.02, 0.07, 0.06, 0.06, 0.11, 0.12, 0.08, 0.07, 0.08, -0.04, -0.22, 0.03, -0.51, 0.10, 0.01, -0.08, 0.07, 0.08, 0.08, 0.12, 0.12, 0.10, 0.09, 0.11, -0.06, -0.20, 0.02, -0.55, 0.14, -0.05, -0.04, 0.08, 0.09, 0.07, 0.12, 0.14, 0.08, 0.10, 0.10, -0.03, -0.16, 0.07, -0.63, 0.10, -0.03, -0.04, 0.07, 0.07, 0.07, 0.13, 0.08, 0.10, 0.10, 0.10, -0.18, -0.13, -0.23, 0.72, -0.24, -0.23, -0.20, 0.13, 0.13, 0.13, 0.13, -0.21, -0.21, -0.21, 0.82, -0.25, -0.27, -0.20, 0.13, 0.12, 0.12, 0.12, -0.18, -0.18, -0.19, 0.70, -0.23, -0.21, -0.20, 0.10, 0.13, 0.13, 0.09, -0.15, -0.20, -0.19, 0.76, -0.23, -0.25, -0.22, 0.12, 0.12, 0.11, 0.12, -0.19, -0.22, -0.20, 0.74, -0.24, -0.26, -0.21, 0.13, 0.13, 0.14, 0.14, -0.12, -0.14, -0.23, 0.74, -0.24, -0.26, -0.23, 0.13, 0.12, 0.12, 0.11, -0.14, -0.14, -0.20, 0.71, -0.26, -0.22, -0.20, 0.13, 0.11, 0.13, 0.12]
}